Version a
14
Properties=species:S:1:pos:R:3:mulliken_charge:R:1 method="wB97M-V/def2-TZVPD" orbital_gap_ev=10.308
C -1.066 -0.163 -0.653 -0.27
C 0.694 -1.721 1.291 -0.28
C 1.734 -1.158 1.079 -0.49
C -1.903 0.408 0.211 -0.62
C 0.941 1.284 -0.515 -1.04
C 0.103 0.526 -1.221 0.06
H 2.660 -0.660 0.895 0.39
H -1.733 1.426 0.552 0.27
H 0.263 0.383 -2.289 0.30
H 1.792 1.779 -0.974 0.27
H -1.257 -1.178 -1.005 0.39
H -2.787 -0.103 0.579 0.27
H -0.222 -2.230 1.481 0.41
H 0.812 1.407 0.558 0.34

Version b
14
Properties=species:S:1:pos:R:3:mulliken_charge:R:1 method="wB97M-V/def2-TZVPD" orbital_gap_ev=10.037
C -0.238 -0.969 -1.103 -0.49
C 0.186 0.974 1.125 -0.51
C 0.537 -0.501 1.206 -0.37
C -0.514 0.494 -1.224 -0.34
C -0.338 1.359 -0.237 -0.39
C 0.386 -1.373 0.220 -0.40
H -0.537 1.241 1.935 0.27
H 0.667 -2.398 0.377 0.38
H -1.155 -1.551 -1.304 0.28
H -0.905 0.874 -2.168 0.35
H 0.998 -0.853 2.126 0.34
H 0.426 -1.278 -1.940 0.26
H 1.067 1.573 1.360 0.28
H -0.580 2.408 -0.373 0.35

Tell me which of them is the least stable. Sure, it is version a.

Version a
14
Properties=species:S:1:pos:R:3:mulliken_charge:R:1 method="wB97M-V/def2-TZVPD" orbital_gap_ev=8.984
C -0.105 0.488 1.388 -0.52
C 1.105 0.299 0.464 -0.52
C 0.533 -1.089 0.069 -0.32
C 0.154 0.784 -1.229 -0.82
C -0.796 -0.638 0.631 -0.42
C -0.485 -0.504 -0.845 -0.27
H 0.812 0.703 -2.107 0.36
H -0.554 1.483 1.462 0.27
H 1.001 -2.066 0.035 0.43
H -1.641 -1.247 0.944 0.37
H 1.320 1.037 -0.384 0.40
H -1.068 -1.096 -1.541 0.41
H 0.160 0.141 2.399 0.28
H -0.436 1.705 -1.286 0.36

Version b
14
Properties=species:S:1:pos:R:3:mulliken_charge:R:1 method="wB97M-V/def2-TZVPD" orbital_gap_ev=9.967
C -0.396 0.236 -0.883 -0.34
C -0.969 0.641 0.467 -0.65
C -0.204 -1.270 -0.653 -0.47
C 0.444 -1.360 0.512 -0.53
C 0.989 0.772 -0.399 -0.55
C 0.515 0.107 0.916 -0.29
H -0.617 -2.052 -1.274 0.40
H 1.858 0.360 -0.928 0.27
H 0.316 0.550 1.851 0.40
H 1.072 1.857 -0.316 0.28
H -0.864 0.566 -1.804 0.45
H 0.805 -2.250 1.025 0.40
H -1.107 1.731 0.613 0.29
H -1.844 0.114 0.873 0.33

Version c
14
Properties=species:S:1:pos:R:3:mulliken_charge:R:1 method="wB97M-V/def2-TZVPD" orbital_gap_ev=10.525
C -1.871 -1.676 -0.737 0.46
C -0.879 0.610 0.158 -0.37
C 1.396 -0.669 0.404 -1.34
C 0.590 0.607 0.544 0.23
C 0.136 1.370 -0.662 -0.77
C -1.447 -0.618 -0.347 -0.80
H 0.814 1.202 1.426 0.37
H 0.383 0.959 -1.637 0.27
H 1.632 -0.880 -0.644 0.31
H 0.098 2.455 -0.622 0.26
H 0.844 -1.531 0.794 0.31
H 2.342 -0.594 0.948 0.37
H -1.547 1.201 0.779 0.31
H -2.254 -2.606 -1.092 0.40

Tell me which of them is the least stable. Sure, it is version a.

Version a
14
Properties=species:S:1:pos:R:3:mulliken_charge:R:1 method="wB97M-V/def2-TZVPD" orbital_gap_ev=9.120
C 0.904 0.134 -0.879 -0.70
C -0.028 1.106 -0.035 -0.20
C -1.462 0.533 -0.033 -0.33
C -1.246 -0.854 -0.208 -0.66
C 0.280 -1.095 -0.043 0.00
C 0.558 -0.104 1.089 -0.89
H 0.062 2.312 0.039 0.26
H 1.617 0.342 1.074 0.22
H 1.976 0.458 -0.777 0.27
H 0.809 -0.080 -2.003 0.30
H 0.936 -1.998 0.211 0.34
H -2.533 0.985 0.186 0.28
H -1.928 -1.520 -0.513 0.54
H 0.056 -0.219 1.892 0.57

Version b
14
Properties=species:S:1:pos:R:3:mulliken_charge:R:1 method="wB97M-V/def2-TZVPD" orbital_gap_ev=10.128
C 0.310 -1.248 0.707 -0.49
C -0.704 -0.754 -0.257 0.00
C -1.579 0.401 0.076 -0.84
C 1.105 0.873 -0.251 -0.70
C 1.405 -0.454 0.699 -0.42
C -0.233 0.482 -0.924 -0.20
H -0.267 0.601 -2.015 0.34
H 0.078 -2.147 1.287 0.39
H 1.836 1.277 -1.009 0.35
H 1.011 1.675 0.486 0.25
H 2.341 -0.574 1.283 0.35
H -1.186 -1.473 -0.904 0.42
H -1.450 1.032 0.952 0.25
H -2.666 0.306 -0.126 0.28

Tell me which of them is the least stable. Sure, it is version a.

Version a
14
Properties=species:S:1:pos:R:3:mulliken_charge:R:1 method="wB97M-V/def2-TZVPD" orbital_gap_ev=10.169
C -0.707 -0.844 -0.277 -0.11
C 0.340 -1.185 0.729 -0.53
C -1.553 0.361 0.041 -0.79
C 1.054 0.859 -0.208 -0.67
C 1.346 -0.312 0.709 -0.35
C -0.311 0.514 -0.802 -0.16
H -2.497 0.509 -0.482 0.27
H 0.249 -2.059 1.367 0.42
H -0.490 0.770 -1.843 0.37
H 1.057 1.803 0.356 0.26
H 2.273 -0.414 1.265 0.39
H 1.800 0.967 -1.005 0.32
H -1.565 0.697 1.075 0.24
H -0.997 -1.665 -0.925 0.36

Version b
14
Properties=species:S:1:pos:R:3:mulliken_charge:R:1 method="wB97M-V/def2-TZVPD" orbital_gap_ev=10.466
C -0.982 -0.718 0.868 -0.72
C 0.002 0.085 0.040 1.03
C 1.406 -0.201 0.276 -0.94
C -0.282 1.492 -0.457 -1.49
C 2.574 -0.409 0.468 0.27
C -0.843 -0.989 -0.597 -0.71
H -0.374 -1.902 -0.937 0.28
H 0.045 1.551 -1.502 0.30
H 0.255 2.264 0.096 0.38
H -1.625 -0.614 -1.254 0.27
H -1.889 -0.244 1.230 0.24
H -1.351 1.723 -0.421 0.36
H 3.612 -0.597 0.638 0.45
H -0.547 -1.442 1.553 0.29

Tell me which of them is the least stable. Sure, it is version b.

Version a
15
Properties=species:S:1:pos:R:3:mulliken_charge:R:1 method="wB97M-V/def2-TZVPD" orbital_gap_ev=9.020
N -1.256 -1.011 -1.280 -0.43
N 2.485 -0.532 2.089 -0.49
N 0.786 0.980 2.178 -0.70
C -1.055 1.186 -2.208 -0.86
C 1.133 -0.221 2.072 0.16
C -1.683 0.000 -2.130 0.16
H -1.975 -1.625 -0.948 0.20
H -0.319 1.476 -1.479 0.25
H -1.521 1.980 -2.784 0.25
H -2.473 -0.192 -2.878 0.27
H -0.386 -0.907 -0.795 0.16
H 3.103 0.176 1.725 0.24
H -0.141 1.303 2.394 0.23
H 2.775 -1.488 1.997 0.21
H 0.527 -1.125 2.047 0.35

Version b
15
Properties=species:S:1:pos:R:3:mulliken_charge:R:1 method="wB97M-V/def2-TZVPD" orbital_gap_ev="6.885 / 6.883"
N 0.141 -1.678 0.582 -0.30
N 1.870 0.074 -0.504 -0.63
N 1.106 0.575 -1.442 -0.22
C -0.890 0.751 -0.765 -0.89
C -0.665 0.549 0.715 -0.34
C -0.836 -0.895 0.933 -0.14
H 0.379 0.807 1.000 0.22
H 0.025 -2.680 0.626 0.22
H -1.360 1.134 1.319 0.31
H -1.543 1.581 -1.027 0.30
H 1.244 1.588 -1.552 0.22
H 1.075 -1.147 0.105 0.39
H 2.337 0.772 0.091 0.18
H -1.784 -1.301 1.274 0.39
H -1.098 -0.131 -1.354 0.28

Tell me which of them is the least stable. Sure, it is version b.

Version a
15
Properties=species:S:1:pos:R:3:mulliken_charge:R:1 method="wB97M-V/def2-TZVPD" orbital_gap_ev=9.636
N 0.342 -0.956 0.127 -0.07
N 1.299 -1.226 -0.856 -0.50
N -0.849 -1.754 0.440 -0.49
C 0.744 1.503 -0.201 -0.51
C -0.376 1.395 0.904 -0.78
C -0.209 0.359 -0.218 -0.01
H -1.182 1.999 0.610 0.22
H 1.843 -1.992 -0.507 0.24
H 0.953 -1.410 -1.806 0.21
H -0.255 1.214 1.906 0.32
H -0.971 0.119 -1.052 0.43
H -0.666 -2.766 0.446 0.25
H 0.615 2.211 -1.013 0.20
H -1.666 -1.478 -0.118 0.23
H 1.801 1.352 -0.059 0.25

Version b
15
Properties=species:S:1:pos:R:3:mulliken_charge:R:1 method="wB97M-V/def2-TZVPD" orbital_gap_ev=9.733
N -0.400 -0.041 -0.159 -0.25
N -0.469 2.014 0.994 -0.68
N -2.387 0.610 0.822 -0.62
C 0.848 -0.763 0.050 -0.24
C -1.038 0.956 0.605 0.43
C 1.604 -0.858 -1.264 -1.15
H -0.942 -0.454 -0.881 0.23
H -2.351 -0.288 1.290 0.25
H 1.403 -0.114 0.720 0.25
H 2.457 -1.512 -1.238 0.37
H -2.747 1.209 1.567 0.31
H 1.886 0.147 -1.562 0.30
H 0.660 -1.756 0.444 0.24
H 0.497 2.059 0.700 0.25
H 0.979 -1.210 -2.090 0.33

Tell me which of them is the least stable. Sure, it is version a.